1.
The molecule C11H10Cl2Si at a distorted geometry, computed with ωB97M-V/def2-TZVPD.

Bonds (Å) are listed after each position.
Positions of all 24 atoms, in Å:
1 Cl -2.373 -1.638 1.697  Si2 1.976
2 Si -1.501 -1.256 -0.034  Cl1 1.976, Cl3 2.001, C4 1.862, C10 2.122
3 Cl -2.246 -2.245 -1.607  Si2 2.001
4 C 0.345 -1.476 0.052  Si2 1.862, C5 1.371, C9 1.412
5 C 1.000 -1.823 1.205  C4 1.371, C6 1.432, H15 1.077
6 C 2.421 -1.655 1.274  C5 1.432, C7 1.367, H16 1.058
7 C 3.145 -1.508 0.123  C6 1.367, C8 1.351, H17 1.060
8 C 2.541 -1.193 -1.044  C7 1.351, C9 1.436, H18 1.103
9 C 1.108 -1.100 -1.074  C4 1.412, C8 1.436, H19 1.051
10 C -1.711 0.802 -0.510  Si2 2.122, C11 1.488, C14 1.493, H20 1.030
11 C -0.488 1.566 -0.144  C10 1.488, C12 1.335, H21 1.151
12 C -0.783 2.769 0.356  C11 1.335, C13 1.413, H22 1.045
13 C -2.188 2.913 0.317  C12 1.413, C14 1.338, H23 1.044
14 C -2.751 1.839 -0.248  C10 1.493, C13 1.338, H24 1.138
15 H 0.354 -2.184 1.987  C5 1.077
16 H 2.835 -1.521 2.238  C6 1.058
17 H 4.172 -1.269 0.231  C7 1.060
18 H 3.216 -1.062 -1.906  C8 1.103
19 H 0.550 -0.944 -1.951  C9 1.051
20 H -1.571 0.850 -1.529  C10 1.030
21 H 0.586 1.224 -0.374  C11 1.151
22 H -0.130 3.562 0.546  C12 1.045
23 H -2.681 3.801 0.559  C13 1.044
24 H -3.848 1.546 -0.163  C14 1.138

Output
- Net charge: 0
- Kohn-Sham gap: 8.943 eV
- SMILES: Cl[Si](Cl)(c1ccccc1)C1C=CC=C1
- Energy relative to the best compared isomer or geometry (same formula, charge and spin): 0.532 eV
- Total energy: -1635.063528 Ha
- LUMO: 0.6 eV

2.
The molecule C2H7N5O at a distorted geometry, computed with ωB97M-V/def2-TZVPD.

Bonds (Å) are listed after each position.
Positions of all 15 atoms, in Å:
1 H 0.461 -2.120 -1.858  N2 1.158
2 N 1.221 -1.630 -1.135  H1 1.158, C3 1.203
3 C 0.958 -0.577 -0.618  N2 1.203, N4 1.424, O6 1.470
4 N 2.036 0.296 -0.298  C3 1.424, N5 1.393, H10 1.107
5 N 2.098 0.999 0.903  N4 1.393, H11 1.191, H12 1.136
6 O -0.253 0.239 -0.448  C3 1.470, C7 1.478
7 C -1.206 -0.734 0.125  O6 1.478, N8 1.328, H13 1.137
8 N -2.509 -0.542 0.297  C7 1.328, N9 1.427
9 N -2.906 0.786 -0.039  N8 1.427, H14 1.143, H15 1.249
10 H 3.000 -0.247 -0.317  N4 1.107
11 H 1.201 0.595 1.574  N5 1.191
12 H 1.701 1.909 0.352  N5 1.136
13 H -0.513 -1.601 0.374  C7 1.137
14 H -1.920 1.352 0.077  N9 1.143
15 H -3.371 1.276 1.011  N9 1.249

Output
- Net charge: 0
- Kohn-Sham gap: 9.944 eV
- SMILES: [H]/N=C(/NN)O/C=N\N
- Energy relative to the best compared isomer or geometry (same formula, charge and spin): 6.069 eV
- Total energy: -429.200453 Ha
- LUMO: 0.4 eV

3.
A cluster of 2 separate species, C6H9N in total, computed with ωB97M-V/def2-TZVPD.

Bonds (Å) are listed after each position.
Positions of all 16 atoms, in Å:
1 C -2.004 -0.488 -0.666  C2 1.274, N3 1.496, H4 1.072
2 C -1.925 0.739 -0.334  C1 1.274, N3 1.509, H5 1.073
3 N -1.272 0.375 -1.644  C1 1.496, C2 1.509, H6 1.027
4 H -2.346 -1.502 -0.596  C1 1.072
5 H -2.127 1.607 0.264  C2 1.073
6 H -1.945 0.608 -2.383  N3 1.027
7 C 0.254 -1.997 -0.174  C8 1.310, H11 1.088, H12 1.088
8 C 0.789 -0.890 0.277  C7 1.310, C9 1.302
9 C 0.982 0.348 0.631  C8 1.302, C10 1.498, H13 1.096
10 C 2.161 1.132 1.123  C9 1.498, H14 1.097, H15 1.097, H16 1.092
11 H -0.227 -2.713 0.489  C7 1.088
12 H 0.248 -2.209 -1.241  C7 1.088
13 H 0.053 0.915 0.505  C9 1.096
14 H 1.903 1.631 2.065  C10 1.097
15 H 2.401 1.921 0.400  C10 1.097
16 H 3.054 0.525 1.284  C10 1.092

Output
- Net charge: 0
- Kohn-Sham gap: 9.357 eV
- SMILES: C1=CN1.C=C=CC
- Energy relative to the best compared isomer or geometry (same formula, charge and spin): 6.052 eV
- Total energy: -288.559628 Ha
- LUMO: 1.1 eV

4.
A cluster of 3 separate species, C3H14N2O2S in total at a distorted geometry, computed with ωB97M-V/def2-TZVPD.

Bonds (Å) are listed after each position.
Positions of all 22 atoms, in Å:
1 N -1.278 0.129 -2.282  C2 1.439, H7 1.002, H8 1.002
2 C -0.370 1.220 -2.049  N1 1.439, N3 1.465, H9 1.085, H10 1.089
3 N 0.217 1.293 -0.709  C2 1.465, C4 1.461, H11 1.008
4 C -0.718 1.046 0.386  N3 1.461, C5 1.552, H12 1.093, H13 1.096
5 C -0.456 -0.231 1.231  C4 1.552, S6 1.827, H14 1.090, H15 1.076
6 S -1.690 -0.657 2.508  C5 1.827, H16 1.347
7 H -0.981 -0.799 -2.044  N1 1.002
8 H -2.259 0.230 -2.454  N1 1.002
9 H -0.882 2.163 -2.214  C2 1.085
10 H 0.493 1.093 -2.700  C2 1.089
11 H 0.936 0.611 -0.527  N3 1.008
12 H -1.752 0.880 0.072  C4 1.093
13 H -0.789 1.932 1.026  C4 1.096
14 H 0.537 -0.142 1.671  C5 1.090
15 H -0.514 -1.026 0.508  C5 1.076
16 H -2.787 -0.733 1.730  S6 1.347
17 O 2.673 -0.292 2.207  H18 0.961, H19 0.961
18 H 2.872 -1.214 2.389  O17 0.961
19 H 2.092 -0.005 2.917  O17 0.961
20 O 1.371 -1.518 -0.544  H21 0.961, H22 0.959
21 H 1.106 -2.280 -1.066  O20 0.961
22 H 2.179 -1.701 -0.059  O20 0.959

Output
- Net charge: 0
- Kohn-Sham gap: 8.534 eV
- SMILES: NCNCCS.O.O
- Energy relative to the best compared isomer or geometry (same formula, charge and spin): 0.870 eV
- Total energy: -780.831520 Ha
- LUMO: 0.3 eV